1.
A 3-piece molecular cluster, C6H16N overall at a distorted geometry. Source: OMol25; level of theory: ωB97M-V/def2-TZVPD.

Output
Net charge ... +1
LUMO ... -6.5 eV
2S+1 ... 1
E_tot ... -7959.9239 eV
Energy relative to the best compared isomer or geometry (same formula, charge and spin) ... 127.0 kcal per mole
Gap between HOMO and LUMO ... 6.94 eV

CARTESIAN COORDINATES (ANGSTROEM)
C: 1.69 -2.18 0.86
C: 1.67 -0.66 0.55
C: 0.98 0.42 1.09
C: 0.46 -0.31 -1.50
C: -0.51 0.41 1.43
C: -1.21 1.74 1.10
N: -2.48 0.53 -2.63
H: 2.51 -2.51 1.54
H: 1.99 -2.70 -0.08
H: 0.75 -2.62 1.27
H: 2.64 -0.36 -0.01
H: 1.54 1.40 1.39
H: 0.12 -1.28 -1.77
H: 1.43 -0.25 -1.80
H: 0.05 0.65 -1.16
H: -0.52 0.21 2.47
H: -0.99 -0.44 1.02
H: -0.68 2.58 1.27
H: -2.13 1.92 1.64
H: -1.33 1.70 0.02
H: -2.55 1.13 -3.42
H: -1.61 0.74 -2.17
H: -2.38 -0.48 -2.97



2.
C17H18ClN3O2S in the gas phase. Source: OMol25; level of theory: ωB97M-V/def2-TZVPD.

Output
LUMO ... 0.3 eV
Structure (SMILES) ... O=C(NCc1cccs1)[C@@H]1CCCN1C(=O)Nc1ccc(Cl)cc1
2S+1 ... 1
E_tot ... -49845.7307 eV
Energy relative to the best compared isomer or geometry (same formula, charge and spin) ... 0.0 kcal per mole
Gap between HOMO and LUMO ... 8.66 eV

CARTESIAN COORDINATES (ANGSTROEM)
O: 2.22 3.32 0.29
C: 2.10 2.12 0.25
N: 1.92 1.42 -0.89
C: 1.36 2.02 -2.09
C: -0.08 1.63 -2.21
C: -1.19 2.39 -2.03
C: -2.39 1.65 -2.13
C: -2.18 0.33 -2.37
S: -0.50 -0.03 -2.48
C: 2.21 1.25 1.51
C: 3.66 0.88 1.83
C: 3.84 -0.47 1.14
C: 2.47 -1.14 1.33
N: 1.54 -0.03 1.36
C: 0.19 -0.04 1.20
O: -0.44 1.00 1.17
N: -0.37 -1.29 1.05
C: -1.68 -1.60 0.71
C: -2.70 -0.65 0.67
C: -3.98 -1.02 0.30
C: -4.25 -2.34 -0.03
Cl: -5.86 -2.79 -0.50
C: -3.25 -3.30 0.02
C: -1.98 -2.93 0.38
H: 1.74 0.43 -0.81
H: 1.45 3.10 -1.98
H: 1.93 1.68 -2.96
H: -1.15 3.45 -1.83
H: -3.37 2.08 -2.03
H: -2.89 -0.46 -2.49
H: 1.75 1.83 2.32
H: 4.36 1.63 1.47
H: 3.79 0.77 2.91
H: 4.65 -1.06 1.56
H: 4.03 -0.32 0.08
H: 2.25 -1.84 0.52
H: 2.45 -1.69 2.29
H: 0.25 -2.09 1.11
H: -2.48 0.37 0.92
H: -4.76 -0.28 0.27
H: -3.47 -4.32 -0.24
H: -1.19 -3.67 0.41



3.
A 2-piece molecular cluster, C5H11O overall at a distorted geometry. Source: OMol25; level of theory: ωB97M-V/def2-TZVPD.

Output
LUMO (alpha / beta) ... 1.0 / -1.6 eV
2S+1 ... 2
E_tot ... -7407.1160 eV
Energy relative to the best compared isomer or geometry (same formula, charge and spin) ... 45.1 kcal per mole
Gap between HOMO and LUMO (alpha / beta) ... 10.19 / 7.56 eV

CARTESIAN COORDINATES (ANGSTROEM)
C: 0.48 1.75 -1.23
C: -0.81 1.58 -0.35
C: -1.99 2.31 -0.51
H: 0.45 1.07 -2.10
H: 0.47 2.79 -1.59
H: 1.41 1.45 -0.71
H: -0.65 0.77 0.40
H: -2.87 2.07 0.10
H: -2.05 3.06 -1.29
C: 0.22 -1.51 0.99
O: 0.75 -0.51 0.27
C: 1.13 -2.70 0.83
H: -0.76 -1.82 0.73
H: 0.18 -1.33 2.07
H: 0.83 -3.45 1.58
H: 2.15 -2.37 0.99
H: 1.04 -3.15 -0.17



4.
C21H27BN9OPdS3 as an isolated structure at a distorted geometry. Source: OMol25; level of theory: ωB97M-V/def2-TZVPD.

Output
Net charge ... +1
LUMO (alpha / beta) ... -5.6 / -5.6 eV
2S+1 ... 1
E_tot ... -74330.8647 eV
Energy relative to the best compared isomer or geometry (same formula, charge and spin) ... 48.8 kcal per mole
Gap between HOMO and LUMO (alpha / beta) ... 4.23 / 4.24 eV

CARTESIAN COORDINATES (ANGSTROEM)
Pd: -1.11 0.09 -0.74
N: -5.42 0.25 -0.98
C: -4.12 -0.14 -0.96
S: -2.96 1.00 -1.66
N: -3.81 -1.28 -0.48
N: -2.46 -1.57 -0.63
C: -2.17 -2.79 -0.45
C: -0.90 -3.35 -0.86
C: -0.48 -4.56 -0.31
C: 0.70 -5.15 -0.72
C: 1.47 -4.55 -1.73
C: 1.07 -3.37 -2.30
C: -0.14 -2.72 -1.91
O: -0.52 -1.64 -2.50
H: -5.67 1.11 -1.44
H: -6.13 -0.46 -0.88
H: -2.94 -3.44 -0.05
H: -1.09 -5.03 0.45
H: 1.02 -6.09 -0.28
H: 2.39 -5.02 -2.06
H: 1.65 -2.91 -3.09
C: 2.42 2.58 -2.14
N: 2.30 2.44 -0.69
C: 3.34 2.47 0.20
C: 2.79 2.44 1.43
N: 1.42 2.40 1.30
B: 0.54 2.55 2.61
N: -0.98 2.75 2.33
C: -1.65 3.92 2.55
C: -2.98 3.67 2.41
N: -3.11 2.35 2.10
C: -4.36 1.62 1.99
C: -1.88 1.80 2.03
S: -1.53 0.18 1.60
C: 1.14 2.37 0.00
S: -0.43 2.34 -0.74
H: 3.47 2.59 -2.39
H: 1.97 3.52 -2.46
H: 1.92 1.76 -2.64
H: 4.36 2.54 -0.12
H: 3.25 2.48 2.40
H: 0.92 3.56 3.16
H: 0.70 1.57 3.29
H: -1.13 4.82 2.81
H: -3.83 4.32 2.53
H: -5.17 2.34 1.90
H: -4.51 1.01 2.88
H: -4.34 0.98 1.12
C: 3.92 -0.98 -2.42
C: 2.93 -0.92 -1.31
C: 3.04 -1.21 0.04
C: 1.76 -1.02 0.58
N: 0.93 -0.61 -0.37
N: 1.66 -0.55 -1.51
C: 1.37 -1.30 2.00
H: 4.76 -1.60 -2.14
H: 4.29 0.01 -2.67
H: 3.47 -1.41 -3.32
H: 3.92 -1.55 0.56
H: 1.15 -0.53 -2.39
H: 2.15 -1.89 2.47
H: 0.43 -1.86 2.04
H: 1.23 -0.38 2.57



5.
An isolated ion of composition CH3O3S3 and charge -1 at a distorted geometry. Source: OMol25; level of theory: ωB97M-V/def2-TZVPD.

Output
Net charge ... -1
LUMO ... 3.4 eV
Structure (SMILES) ... O=S(=O)([S-])OCS
2S+1 ... 1
E_tot ... -39734.9789 eV
Energy relative to the best compared isomer or geometry (same formula, charge and spin) ... 11.2 kcal per mole
Gap between HOMO and LUMO ... 8.01 eV

CARTESIAN COORDINATES (ANGSTROEM)
O: 0.77 0.25 -1.37
S: -0.65 0.52 -1.08
O: -1.06 1.78 -1.58
S: -2.01 -0.81 -1.42
O: -0.53 0.75 0.54
C: 0.14 -0.38 1.16
S: 1.96 -0.38 1.01
H: -0.46 -1.35 0.84
H: -0.04 -0.21 2.24
H: 1.88 -0.18 -0.34



6.
C11H14O3S in the gas phase at a distorted geometry. Source: OMol25; level of theory: ωB97M-V/def2-TZVPD.

Output
LUMO ... 0.0 eV
Structure (SMILES) ... COC(=O)C1(SC)C(C)=CC(=O)C=C1C
2S+1 ... 1
E_tot ... -28609.0503 eV
Energy relative to the best compared isomer or geometry (same formula, charge and spin) ... 11.4 kcal per mole
Gap between HOMO and LUMO ... 9.05 eV

CARTESIAN COORDINATES (ANGSTROEM)
C: 3.05 -1.78 -0.18
O: 1.75 -1.20 0.03
C: 1.62 0.10 0.10
O: 2.55 0.86 0.15
C: 0.15 0.46 0.07
S: 0.16 2.30 0.09
C: -1.68 2.55 0.03
C: -0.48 -0.16 -1.22
C: 0.12 -0.08 -2.62
C: -1.70 -0.68 -1.20
C: -2.45 -0.91 0.02
O: -3.48 -1.53 -0.09
C: -1.72 -0.64 1.24
C: -0.52 -0.05 1.28
C: 0.29 0.14 2.60
H: 2.98 -2.73 -0.54
H: 3.42 -1.78 0.86
H: 3.56 -1.18 -0.82
H: -1.70 3.63 0.31
H: -2.04 2.06 0.81
H: -1.92 2.12 -0.86
H: 0.66 0.95 -2.69
H: -0.61 -0.12 -3.30
H: 0.94 -0.76 -2.72
H: -1.96 -0.98 -2.18
H: -2.20 -1.03 2.21
H: 0.74 -0.74 2.74
H: -0.50 0.33 3.44
H: 0.93 0.88 2.40



7.
C30H26As2GaN5O8 as an isolated structure at a distorted geometry. Source: OMol25; level of theory: ωB97M-V/def2-TZVPD.

Output
Net charge ... +2
LUMO ... -7.4 eV
2S+1 ... 1
E_tot ... -229397.0739 eV
Energy relative to the best compared isomer or geometry (same formula, charge and spin) ... 0.0 kcal per mole
Gap between HOMO and LUMO ... 6.36 eV

CARTESIAN COORDINATES (ANGSTROEM)
Ga: -0.48 0.60 -0.06
C: 3.77 0.22 -0.54
C: 2.45 -0.16 -0.33
N: 1.45 0.73 -0.41
C: 1.73 2.03 -0.71
C: 3.03 2.49 -0.91
C: 4.07 1.53 -0.81
C: 3.25 3.88 -1.20
C: 2.22 4.74 -1.31
C: 0.86 4.29 -1.14
C: -0.27 5.11 -1.27
C: -1.53 4.58 -1.12
C: -1.67 3.22 -0.84
N: -0.61 2.44 -0.71
C: 0.64 2.95 -0.85
H: 4.54 -0.53 -0.46
H: 2.19 -1.18 -0.11
H: 5.10 1.85 -0.95
H: 4.27 4.22 -1.35
H: 2.39 5.79 -1.53
H: -0.15 6.17 -1.49
H: -2.42 5.19 -1.23
H: -2.65 2.77 -0.72
N: -1.12 0.89 1.71
C: -2.23 0.68 2.08
C: -3.52 0.46 2.40
C: -3.94 -0.85 2.77
N: -4.24 -1.94 2.99
C: -4.42 1.56 2.23
N: -5.11 2.46 2.03
C: 1.06 -5.29 3.01
O: 1.86 -5.82 1.95
C: 1.48 -5.77 0.67
O: 2.17 -6.24 -0.19
C: 0.22 -5.02 0.28
C: -0.71 -5.55 -0.52
As: -1.84 -4.82 -2.06
C: -3.53 -5.13 -1.08
C: -1.42 -2.82 -1.56
C: -0.12 -2.90 -1.16
As: 0.35 -3.07 0.75
C: -1.41 -2.93 1.54
C: 0.93 -3.50 -2.08
O: 0.71 -3.97 -3.16
O: 2.14 -3.37 -1.52
C: 3.23 -3.96 -2.29
C: -2.19 -1.69 -1.17
O: -1.66 -0.60 -0.71
O: -3.43 -1.49 -1.45
C: -4.28 -2.39 -2.22
C: -0.87 -7.03 -0.82
O: -1.18 -7.31 -1.95
O: -0.80 -7.99 0.09
C: -0.70 -7.79 1.50
H: 1.19 -5.96 3.86
H: 0.01 -5.27 2.74
H: 1.42 -4.30 3.28
H: -3.44 -6.13 -0.67
H: -4.36 -5.14 -1.79
H: -3.74 -4.43 -0.27
H: -2.17 -3.43 0.94
H: -1.69 -1.90 1.70
H: -1.37 -3.41 2.52
H: 4.14 -3.70 -1.76
H: 3.23 -3.55 -3.30
H: 3.10 -5.04 -2.32
H: -4.82 -3.03 -1.54
H: -3.68 -2.95 -2.93
H: -4.97 -1.73 -2.74
H: -1.18 -8.65 1.95
H: -1.23 -6.89 1.81
H: 0.34 -7.77 1.80



8.
C6H18BrMnO6 as an isolated structure at a distorted geometry. Source: OMol25; level of theory: ωB97M-V/def2-TZVPD.

Output
Net charge ... +2
LUMO (alpha / beta) ... -11.7 / -12.4 eV
2S+1 ... 7
E_tot ... -120137.1542 eV
Gap between HOMO and LUMO (alpha / beta) ... 2.72 / 1.95 eV

CARTESIAN COORDINATES (ANGSTROEM)
Mn: -0.75 1.28 4.02
Br: 0.20 1.36 1.54
C: 2.07 4.57 -0.34
C: 3.20 3.90 0.49
O: 3.22 2.50 0.44
O: 0.66 4.30 -0.07
H: 2.26 4.40 -1.40
H: 2.10 5.65 -0.24
H: 3.05 4.19 1.53
H: 4.18 4.21 0.12
H: 2.51 2.13 0.96
H: 0.58 3.35 0.06
C: -2.54 -0.78 -1.03
C: -2.81 -1.91 -2.04
O: -2.97 -1.31 -3.35
O: -1.52 0.18 -1.49
H: -2.44 -1.29 -0.07
H: -3.48 -0.24 -0.90
H: -3.80 -2.27 -1.75
H: -2.06 -2.69 -1.96
H: -2.31 -0.62 -3.33
H: -1.21 0.63 -0.70
C: 0.27 -2.46 0.66
C: 0.10 -4.03 0.61
O: -0.19 -4.50 1.95
O: 1.38 -2.17 1.60
H: -0.70 -2.07 0.96
H: 0.45 -2.05 -0.34
H: 0.96 -4.58 0.23
H: -0.70 -4.29 -0.07
H: -1.06 -4.17 2.17
H: 1.36 -1.22 1.75



9.
C5H9ClN2 in the gas phase. Source: OMol25; level of theory: ωB97M-V/def2-TZVPD.

Output
LUMO ... 0.9 eV
Structure (SMILES) ... C=NN1CC(CCl)C1
2S+1 ... 1
E_tot ... -20831.6378 eV
Energy relative to the best compared isomer or geometry (same formula, charge and spin) ... 51.1 kcal per mole
Gap between HOMO and LUMO ... 9.57 eV

CARTESIAN COORDINATES (ANGSTROEM)
C: -0.86 0.94 2.65
N: -0.22 1.45 1.66
N: -0.23 0.75 0.52
C: -0.25 -0.72 0.44
C: 0.62 -0.62 -0.82
C: -0.16 -0.79 -2.11
Cl: 0.81 -0.29 -3.52
C: 0.87 0.86 -0.44
H: -0.89 1.51 3.58
H: -1.35 -0.03 2.62
H: 0.33 -1.20 1.26
H: -1.24 -1.19 0.38
H: 1.52 -1.24 -0.78
H: -0.42 -1.83 -2.27
H: -1.09 -0.21 -2.08
H: 1.82 0.99 0.08
H: 0.72 1.63 -1.19



10.
C4H5N3O in the gas phase at a distorted geometry. Source: OMol25; level of theory: ωB97M-V/def2-TZVPD.

Output
LUMO ... -1.3 eV
Structure (SMILES) ... [H]/N=C1\C=NC(CO)=N1
2S+1 ... 1
E_tot ... -10742.9345 eV
Energy relative to the best compared isomer or geometry (same formula, charge and spin) ... 107.9 kcal per mole
Gap between HOMO and LUMO ... 8.92 eV

CARTESIAN COORDINATES (ANGSTROEM)
H: 1.12 -0.78 -3.09
N: 0.35 -0.05 -2.73
C: 0.48 0.09 -1.40
C: 1.49 -0.93 -0.57
N: 1.18 -0.87 0.65
C: 0.07 0.12 0.74
C: -0.75 0.39 1.92
O: -2.08 0.64 1.45
N: -0.27 0.73 -0.41
H: 2.07 -1.91 -0.93
H: -0.28 1.19 2.61
H: -0.46 -0.76 2.50
H: -2.29 0.37 0.51



11.
A 2-piece molecular cluster, CH4N2O2 overall at a distorted geometry. Source: OMol25; level of theory: ωB97M-V/def2-TZVPD.

Output
LUMO ... 0.9 eV
Structure (SMILES) ... N#[N+][O-].CO
2S+1 ... 1
E_tot ... -8174.4272 eV
Energy relative to the best compared isomer or geometry (same formula, charge and spin) ... 52.1 kcal per mole
Gap between HOMO and LUMO ... 11.33 eV

CARTESIAN COORDINATES (ANGSTROEM)
N: -1.49 1.22 -0.49
N: -1.52 1.28 0.62
O: -1.66 1.40 1.77
C: 1.00 -0.57 -0.55
O: 0.43 -0.44 0.68
H: 0.21 -0.32 -1.29
H: 1.36 -1.56 -0.92
H: 1.72 0.23 -0.65
H: -0.05 -1.25 0.83



12.
A 5-piece molecular cluster, C22H23Cl4N3O6 overall at a distorted geometry. Source: OMol25; level of theory: ωB97M-V/def2-TZVPD.

Output
LUMO ... -0.9 eV
Structure (SMILES) ... O=[N+]([O-])c1ccccc1.O=[N+]([O-])c1ccccc1.O=[N+]([O-])c1ccccc1.ClCCCl.ClCCCl
2S+1 ... 1
E_tot ... -90022.6503 eV
Energy relative to the best compared isomer or geometry (same formula, charge and spin) ... 6.5 kcal per mole
Gap between HOMO and LUMO ... 9.06 eV

CARTESIAN COORDINATES (ANGSTROEM)
O: 2.33 -3.90 2.14
N: 1.85 -3.84 0.96
O: 1.06 -4.69 0.49
C: 2.29 -2.78 0.09
C: 2.90 -1.63 0.64
C: 3.37 -0.59 -0.19
C: 3.28 -0.65 -1.59
C: 2.62 -1.76 -2.13
C: 2.15 -2.81 -1.34
H: 2.81 -1.49 1.71
H: 3.82 0.26 0.30
H: 3.63 0.18 -2.18
H: 2.56 -1.74 -3.21
H: 1.66 -3.59 -1.89
O: -1.55 4.57 -1.92
N: -2.45 3.83 -1.85
O: -2.91 3.51 -0.77
C: -3.14 3.25 -3.02
C: -4.25 2.44 -2.82
C: -4.97 1.89 -3.91
C: -4.68 2.35 -5.16
C: -3.54 3.17 -5.40
C: -2.70 3.57 -4.35
H: -4.59 2.11 -1.85
H: -5.73 1.16 -3.69
H: -5.21 1.91 -5.99
H: -3.33 3.54 -6.39
H: -1.84 4.22 -4.46
O: 0.41 0.78 4.19
N: 1.00 1.00 5.26
O: 0.43 1.62 6.17
C: 2.33 0.46 5.48
C: 3.27 1.08 6.37
C: 4.46 0.40 6.53
C: 4.75 -0.81 5.96
C: 3.87 -1.42 5.05
C: 2.69 -0.72 4.74
H: 3.07 1.92 7.03
H: 5.19 0.84 7.18
H: 5.77 -1.17 6.04
H: 4.20 -2.35 4.60
H: 1.97 -1.24 4.13
Cl: -1.57 -1.43 1.10
C: -0.61 0.00 1.14
C: -0.80 0.83 -0.15
Cl: -0.37 -0.13 -1.56
H: 0.42 -0.22 1.40
H: -0.94 0.53 2.03
H: -0.22 1.76 -0.17
H: -1.82 1.20 -0.27
Cl: -0.99 -2.41 -3.84
C: -2.59 -1.70 -3.74
C: -3.17 -2.12 -2.34
Cl: -4.76 -1.44 -2.19
H: -3.06 -2.11 -4.63
H: -2.33 -0.65 -3.86
H: -2.62 -1.83 -1.44
H: -3.38 -3.18 -2.42



13.
C21H29N3O2S in the gas phase at a distorted geometry. Source: OMol25; level of theory: ωB97M-V/def2-TZVPD.

Output
LUMO ... 0.7 eV
Structure (SMILES) ... CN(C)S(=O)(=O)NC[C@@H]1CCCN(Cc2ccc(-c3ccccc3)cc2)C1
2S+1 ... 1
E_tot ... -41648.2455 eV
Energy relative to the best compared isomer or geometry (same formula, charge and spin) ... 65.6 kcal per mole
Gap between HOMO and LUMO ... 8.58 eV

CARTESIAN COORDINATES (ANGSTROEM)
C: -1.26 -4.34 0.74
N: -1.33 -3.37 -0.33
C: -2.67 -3.01 -0.72
S: -0.34 -2.05 -0.01
O: -0.55 -1.09 -1.05
O: -0.44 -1.63 1.35
N: 1.13 -2.83 -0.20
C: 2.25 -2.19 0.47
C: 2.54 -0.78 -0.05
C: 2.95 -0.77 -1.52
C: 3.21 0.67 -1.96
C: 4.26 1.31 -1.05
N: 3.98 1.24 0.36
C: 3.20 2.31 0.96
C: 1.70 2.25 0.76
C: 0.89 1.59 1.69
C: -0.46 1.46 1.48
C: -1.06 1.98 0.34
C: -2.50 1.80 0.09
C: -3.10 0.58 0.39
C: -4.45 0.39 0.15
C: -5.22 1.41 -0.38
C: -4.63 2.63 -0.68
C: -3.28 2.82 -0.45
C: -0.26 2.68 -0.57
C: 1.09 2.81 -0.35
C: 3.66 -0.11 0.78
H: -0.20 -4.53 0.94
H: -1.74 -5.26 0.41
H: -1.74 -3.98 1.65
H: -3.13 -3.85 -1.24
H: -3.29 -2.74 0.14
H: -2.60 -2.15 -1.38
H: 1.29 -2.95 -1.19
H: 3.13 -2.84 0.36
H: 1.98 -2.14 1.52
H: 1.62 -0.20 0.06
H: 2.16 -1.19 -2.14
H: 3.86 -1.37 -1.66
H: 2.27 1.23 -1.89
H: 3.55 0.70 -2.99
H: 4.41 2.36 -1.32
H: 5.22 0.79 -1.21
H: 3.41 2.28 2.04
H: 3.59 3.24 0.56
H: 1.34 1.17 2.58
H: -1.07 0.94 2.21
H: -2.50 -0.22 0.79
H: -4.91 -0.56 0.38
H: -6.27 1.26 -0.57
H: -5.22 3.43 -1.09
H: -2.82 3.78 -0.66
H: -0.71 3.09 -1.46
H: 1.70 3.37 -1.06
H: 3.38 -0.09 1.83
H: 4.57 -0.71 0.67



14.
C2H3ClO2S as an isolated structure at a distorted geometry. Source: OMol25; level of theory: ωB97M-V/def2-TZVPD.

Output
LUMO (alpha / beta) ... -1.1 / -0.9 eV
2S+1 ... 1
E_tot ... -29571.1295 eV
Energy relative to the best compared isomer or geometry (same formula, charge and spin) ... 82.7 kcal per mole
Gap between HOMO and LUMO (alpha / beta) ... 7.99 / 7.92 eV

CARTESIAN COORDINATES (ANGSTROEM)
C: 0.11 0.10 -0.37
C: 0.34 1.50 -0.01
O: -0.35 -2.44 0.46
O: 1.10 2.25 -0.42
S: -0.61 -0.86 0.87
Cl: -0.75 1.83 1.38
H: -1.09 0.58 -1.82
H: 0.84 -0.31 -1.16
H: 0.41 -2.65 1.06